Formula: C57H141N9O
Source: the OMol25 dataset
Level of theory: ωB97M-V/def2-TZVPD

Bonds (Å) are listed after each position.
Positions of all 208 atoms, in Å:
1 C -3.05645 5.01124 -1.60677  H4 1.090, C31 1.525, H170 1.090, H194 1.090
2 H 5.95739 -7.50900 2.34244  C109 1.090
3 H 5.11130 -5.91298 -0.14074  C164 1.090
4 H -2.45548 5.92049 -1.62077  C1 1.090
5 H -6.64815 -0.06551 0.99583  C35 1.090
6 H 2.22830 4.27662 -4.50103  C61 1.090
7 C -5.43907 -8.75031 -3.69864  H78 1.090, C102 1.540, H171 1.090, H200 1.090
8 H -9.35169 -1.56244 1.58580  C107 1.090
9 H -5.15745 -3.24400 -3.48893  C27 1.090
10 H 7.91670 -2.81507 -3.20039  C113 1.090
11 H -10.26153 0.50597 2.26987  C196 1.090
12 H -2.28944 -0.42318 6.30349  C45 1.090
13 C 2.68122 3.01507 6.69618  H127 1.090, N134 1.450, C163 1.514, H183 1.090
14 H 8.07360 -7.65639 1.70129  C43 1.090
15 H -6.96971 -4.85497 -3.26858  C184 1.090
16 H -9.62252 -2.29267 -1.43448  C141 1.090
17 C 1.88081 10.80046 5.42692  H122 1.090, H128 1.090, C146 1.549, H151 1.090
18 H 3.03774 0.99846 5.82911  C163 1.090
19 H -4.12837 -4.44861 -4.32560  C27 1.090
20 H 9.78725 -1.46766 -5.21095  C75 1.090
21 H 5.49645 -2.01707 -4.13695  C96 1.090
22 H -4.70041 -4.67997 -2.64835  C27 1.090
23 C 0.19832 7.43671 3.19359  H52 1.090, H67 1.090, H153 1.090, C168 1.520
24 H 5.10367 -6.04761 2.48504  C109 1.090
25 H 7.05739 -4.44654 0.18576  C143 1.090
26 H 1.07179 -0.29138 -4.59743  C185 1.090
27 C -4.96213 -4.30593 -3.63816  H9 1.090, H19 1.090, H22 1.090, C184 1.500
28 C -2.13640 -4.35079 3.08813  H65 1.090, H81 1.090, H118 1.090, C198 1.536
29 H 9.54121 -6.42343 -5.54243  C48 1.090
30 C -6.69612 4.01608 -2.78207  H36 1.090, C89 1.546, H92 1.090, H106 1.090
31 C -3.75085 4.95230 -2.96335  C1 1.525, H71 1.090, N144 1.504, H197 1.090
32 H 1.36863 -5.27743 6.65849  C33 1.090
33 C 0.40008 -5.15640 6.17335  H32 1.090, H63 1.090, H155 1.090, C193 1.493
34 C 5.95424 -3.60823 1.81314  H80 1.090, C143 1.525, H167 1.090, H201 1.090
35 C -7.30594 -0.54265 1.72231  H5 1.090, H46 1.090, C107 1.549, H190 1.090
36 H -6.51649 5.07869 -2.61867  C30 1.090
37 H -2.18505 8.74405 5.96475  C54 1.090
38 H -4.39336 1.48802 -5.79822  C137 1.090
39 H -5.47751 1.37757 -4.31914  C137 1.090
40 H -11.40702 2.58415 1.70534  C97 1.090
41 H -0.26421 -3.23158 3.01599  C198 1.090
42 N 8.29487 -3.87072 -4.93902  C113 1.496, C156 1.488, C187 1.456
43 C 8.25653 -6.60550 1.47708  H14 1.090, N111 1.464, C139 1.537, H188 1.090
44 H 3.98816 1.39808 7.25359  C163 1.090
45 C -1.84096 -1.41408 6.37477  H12 1.090, C64 1.546, H160 1.090, H178 1.090
46 H -7.42785 0.21531 2.49608  C35 1.090
47 H 8.32864 -5.43170 -3.43434  C187 1.090
48 C 8.46788 -6.31864 -5.38406  H29 1.090, H55 1.090, H85 1.090, C187 1.524
49 H -9.11380 1.58966 1.73282  C196 1.090
50 H 4.55980 -7.49604 0.29802  C164 1.090
51 H -7.51382 -7.96085 -4.91737  C150 1.090
52 H 0.02765 6.78029 2.34032  C23 1.090
53 H 1.44168 3.30655 -3.26940  C61 1.090
54 C -2.41611 9.72255 5.54374  H37 1.090, C93 1.564, H157 1.090, H189 1.090
55 H 8.09094 -6.11948 -6.38723  C48 1.090
56 N -9.35576 0.07268 0.32918  C86 1.469, C107 1.475, C196 1.470
57 H 1.17162 -3.37150 5.25799  C193 1.090
58 C 3.61086 3.48789 4.55318  C60 1.552, H110 1.090, H114 1.090, N134 1.487
59 H -0.11143 -4.82977 3.68247  C198 1.090
60 C 4.89143 4.01659 3.85401  C58 1.552, H84 1.090, H123 1.090, H148 1.090
61 C 2.33776 3.38398 -3.88515  H6 1.090, H53 1.090, C112 1.597, N135 1.457
62 H -0.43815 9.27727 2.36168  C168 1.090
63 H 0.50527 -5.87871 5.36385  C33 1.090
64 C -1.25735 -1.96456 5.05282  C45 1.546, H91 1.090, N105 1.494, H166 1.090
65 H -2.65264 -3.51119 2.62261  C28 1.090
66 H -1.19592 0.88053 -1.57465  C131 1.090
67 H 1.28125 7.52938 3.27576  C23 1.090
68 C -4.40626 3.24401 -4.58730  H129 1.090, C137 1.546, N144 1.452, H181 1.090
69 H 5.54105 -3.78520 -3.72372  C96 1.090
70 H 4.23119 5.80321 5.57466  C195 1.090
71 H -4.49540 5.74828 -2.97608  C31 1.090
72 H -11.94030 1.28374 0.68218  C97 1.090
73 H 5.22294 5.15916 7.76051  C176 1.090
74 H -8.24453 -6.67274 -3.96464  C150 1.090
75 C 10.22901 -2.39794 -5.56804  H20 1.090, H120 1.090, C156 1.539, H158 1.090
76 H 2.38173 0.92081 7.40408  C163 1.090
77 H 0.87126 2.21925 -6.29671  C186 1.090
78 H -4.83987 -9.26719 -2.94904  C7 1.090
79 H 3.71935 0.97283 -5.78996  C175 1.090
80 H 6.04976 -2.56759 1.50324  C34 1.090
81 H -1.97392 -5.12601 2.33931  C28 1.090
82 H -2.06273 0.85178 -0.13512  C131 1.090
83 H 4.20951 6.57366 7.73096  C176 1.090
84 H 4.92057 5.10494 3.80176  C60 1.090
85 H 8.10000 -7.29114 -5.05693  C48 1.090
86 C -10.39553 -0.52360 -0.52065  N56 1.469, H138 1.090, C141 1.525, H202 1.090
87 H -0.04503 -0.07582 -5.82939  C185 1.090
88 H -10.65912 -1.40802 -2.56888  C141 1.090
89 C -5.41094 3.29491 -2.31634  C30 1.546, H121 1.090, N144 1.501, H152 1.090
90 H -9.04183 -0.79996 -2.10189  C141 1.090
91 H -2.00118 -1.82562 4.26827  C64 1.090
92 H -6.94758 3.82248 -3.82486  C30 1.090
93 C -1.10086 10.42287 5.06696  C54 1.564, N95 1.500, H115 1.090, H207 1.090
94 H 9.86689 -5.17230 1.65534  C139 1.090
95 N -0.08142 9.47657 4.50485  C93 1.500, C146 1.482, C168 1.450
96 C 5.94318 -2.98835 -4.34936  H21 1.090, H69 1.090, C113 1.608, H165 1.090
97 C -11.08293 1.91884 0.90506  H40 1.090, H72 1.090, H191 1.090, C196 1.560
98 H -6.56769 -4.45871 -4.96183  C184 1.090
99 H -4.63883 -6.85266 -3.02729  C102 1.090
100 H 10.41233 -6.77230 2.00025  C139 1.090
101 H 0.25780 2.14182 -4.71788  C186 1.090
102 C -5.60805 -7.27467 -3.29307  C7 1.540, H99 1.090, N179 1.488, H208 1.090
103 C 3.50913 2.90410 -6.76996  H125 1.090, H132 1.090, H169 1.090, C175 1.505
104 H -3.76848 1.18501 -4.16186  C137 1.090
105 N -0.93628 -3.42397 5.03341  C64 1.494, C193 1.477, C198 1.486
106 H -7.61474 3.75255 -2.25788  C30 1.090
107 C -8.61108 -0.99505 1.02218  H8 1.090, C35 1.549, N56 1.475, H130 1.090
108 H 10.36148 -4.43641 -5.39924  C156 1.090
109 C 5.86652 -6.52930 1.87336  H2 1.090, H24 1.090, N111 1.472, C164 1.603
110 H 3.51935 2.43390 4.29081  C58 1.090
111 N 7.13407 -5.78277 1.93286  C43 1.464, C109 1.472, C143 1.474
112 C 3.57504 3.47562 -2.87938  C61 1.597, H142 1.090, H147 1.090, H205 1.090
113 C 7.53513 -2.80066 -4.22131  H10 1.090, N42 1.496, C96 1.608, H117 1.090
114 H 2.73390 4.03160 4.20183  C58 1.090
115 H -1.35548 11.15415 4.29982  C93 1.090
116 H 1.04996 -1.04393 -0.49558  C199 1.090
117 H 7.71235 -1.80165 -4.61968  C113 1.090
118 H -2.78726 -4.74620 3.86795  C28 1.090
119 H 9.47361 -5.83843 3.17719  C139 1.090
120 H 10.05334 -2.54815 -6.63325  C75 1.090
121 H -5.64072 2.22941 -2.31093  C89 1.090
122 H 2.81115 11.21471 5.03834  C17 1.090
123 H 4.87580 3.67855 2.81787  C60 1.090
124 H -8.97560 -6.72268 -6.27330  C177 1.090
125 H 3.46260 3.95139 -6.47146  C103 1.090
126 H 6.92572 -5.37976 -4.37373  C187 1.090
127 H 2.55238 3.39230 7.71068  C13 1.090
128 H 1.34057 11.64815 5.84845  C17 1.090
129 H -3.53739 3.53743 -5.17644  C68 1.090
130 H -8.32277 -1.75055 0.29129  C107 1.090
131 C -1.24117 0.33555 -0.63176  H66 1.090, H82 1.090, C161 1.518, H192 1.090
132 H 2.64985 2.76045 -7.42502  C103 1.090
133 H -1.59772 8.57566 3.27667  C168 1.090
134 N 3.74247 3.72988 6.01471  C13 1.450, C58 1.487, C195 1.473
135 N 2.38510 2.16856 -4.68636  C61 1.457, C175 1.433, C186 1.494
136 H 10.16851 -3.72535 -3.85500  C156 1.090
137 C -4.52868 1.71053 -4.73979  H38 1.090, H39 1.090, C68 1.546, H104 1.090
138 H -10.97565 0.29289 -0.95064  C86 1.090
139 C 9.55811 -6.10667 2.12409  C43 1.537, H94 1.090, H100 1.090, H119 1.090
140 H 6.16453 -7.28056 -0.29163  C164 1.090
141 C -9.94459 -1.30116 -1.75270  H16 1.090, C86 1.525, H88 1.090, H90 1.090
142 H 3.87542 2.49347 -2.51434  C112 1.090
143 C 7.09530 -4.46471 1.27494  H25 1.090, C34 1.525, N111 1.474, H154 1.090
144 N -4.20566 3.53450 -3.17874  C31 1.504, C68 1.452, C89 1.501
145 H 4.41507 2.27264 -4.99339  C175 1.090
146 C 1.14496 10.24321 4.18333  C17 1.549, N95 1.482, H203 1.090, H204 1.090
147 H 4.37396 3.97375 -3.42865  C112 1.090
148 H 5.80196 3.63620 4.31699  C60 1.090
149 H 0.21971 -3.15356 6.73372  C193 1.090
150 C -7.51402 -6.88449 -4.74542  H51 1.090, H74 1.090, C177 1.545, N179 1.497
151 H 2.10650 10.13763 6.26227  C17 1.090
152 H -5.22729 3.48515 -1.25890  C89 1.090
153 H -0.02872 6.85166 4.08480  C23 1.090
154 H 8.05508 -4.01198 1.52380  C143 1.090
155 H -0.39016 -5.42021 6.87623  C33 1.090
156 C 9.76982 -3.69026 -4.86885  N42 1.488, C75 1.539, H108 1.090, H136 1.090
157 H -2.98976 10.31598 6.25568  C54 1.090
158 H 11.30127 -2.28564 -5.40754  C75 1.090
159 H 1.66877 -0.12164 -6.25380  C185 1.090
160 H -1.05865 -1.42154 7.13375  C45 1.090
161 C 0.01803 0.62974 0.16382  C131 1.518, C199 1.497, O206 1.214
162 H -7.38584 -6.26556 -6.89601  C177 1.090
163 C 3.01965 1.54096 6.77433  C13 1.514, H18 1.090, H44 1.090, H76 1.090
164 C 5.41939 -6.82900 0.36333  H3 1.090, H50 1.090, C109 1.603, H140 1.090
165 H 5.69044 -3.30974 -5.35978  C96 1.090
166 H -0.42132 -1.36742 4.68869  C64 1.090
167 H 5.00111 -3.95486 1.41375  C34 1.090
168 C -0.52565 8.76749 3.32114  C23 1.520, H62 1.090, N95 1.450, H133 1.090
169 H 4.34662 2.77149 -7.45489  C103 1.090
170 H -3.68190 4.99983 -0.71413  C1 1.090
171 H -6.40823 -9.24741 -3.74029  C7 1.090
172 H 3.61794 5.11553 8.50416  C176 1.090
173 H -8.31723 -5.17522 -5.81812  C177 1.090
174 H 1.98546 0.12951 0.53536  C199 1.090
175 C 3.51579 2.01731 -5.55394  H79 1.090, C103 1.505, N135 1.433, H145 1.090
176 C 4.18887 5.48664 7.65303  H73 1.090, H83 1.090, H172 1.090, C195 1.541
177 C -8.04536 -6.20927 -6.03001  H124 1.090, C150 1.545, H162 1.090, H173 1.090
178 H -2.60787 -2.08765 6.75722  C45 1.090
179 N -6.13694 -6.41705 -4.38817  C102 1.488, C150 1.497, C184 1.479
180 H 2.63606 5.60149 6.17428  C195 1.090
181 H -5.27664 3.73937 -5.01760  C68 1.090
182 H 1.67934 0.52640 -1.17193  C199 1.090
183 H 1.70894 3.20902 6.24324  C13 1.090
184 C -6.23381 -4.97754 -4.06326  H15 1.090, C27 1.500, H98 1.090, N179 1.479
185 C 0.94811 0.25908 -5.53006  H26 1.090, H87 1.090, H159 1.090, C186 1.543
186 C 1.08995 1.78152 -5.32272  H77 1.090, H101 1.090, N135 1.494, C185 1.543
187 C 7.99966 -5.20940 -4.44945  N42 1.456, H47 1.090, C48 1.524, H126 1.090
188 H 8.29697 -6.64205 0.38844  C43 1.090
189 H -3.06310 9.56540 4.68070  C54 1.090
190 H -6.82055 -1.40266 2.18371  C35 1.090
191 H -10.77540 2.50968 0.04225  C97 1.090
192 H -1.46971 -0.72601 -0.72647  C131 1.090
193 C 0.29143 -3.71443 5.80185  C33 1.493, H57 1.090, N105 1.477, H149 1.090
194 H -2.40309 4.15154 -1.45792  C1 1.090
195 C 3.63923 5.18125 6.24611  H70 1.090, N134 1.473, C176 1.541, H180 1.090
196 C -9.92331 0.97175 1.34426  H11 1.090, H49 1.090, N56 1.470, C97 1.560
197 H -2.98602 5.17488 -3.70740  C31 1.090
198 C -0.76466 -3.95757 3.65678  C28 1.536, H41 1.090, H59 1.090, N105 1.486
199 C 1.29540 -0.00040 -0.29833  H116 1.090, C161 1.497, H174 1.090, H182 1.090
200 H -4.89577 -8.83630 -4.63966  C7 1.090
201 H 5.82324 -3.59479 2.89516  C34 1.090
202 H -11.09846 -1.11356 0.06753  C86 1.090
203 H 1.83331 9.58931 3.64787  C146 1.090
204 H 0.95010 11.07436 3.50560  C146 1.090
205 H 3.42500 4.14842 -2.03503  C112 1.090
206 O 0.04694 1.39269 1.10793  C161 1.214
207 H -0.70096 11.00388 5.89799  C93 1.090
208 H -6.29561 -7.15137 -2.45632  C102 1.090

Results
ΔE to the lowest compared entry with this formula, charge and spin, eV: 0.000
DFT total energy, eV: -76848.745
E_LUMO, eV: 0.2371